[1]
Formula: H22KrO11
Source: the OMol25 dataset
Level of theory: wB97M-V/def2-TZVPD

Last column: natural (NBO) charge in e.
Positions of all 34 atoms, in Å:
Kr  -11.14  -9.55  15.38  0.000
O  -14.74  -10.93  14.42  -0.983
H  -14.28  -10.09  14.47  0.505
H  -15.44  -10.79  13.78  0.484
O  -11.29  -12.60  17.36  -0.939
H  -11.26  -13.55  17.24  0.492
H  -12.05  -12.45  17.93  0.492
O  -8.31  -7.39  14.02  -0.959
H  -8.16  -8.33  14.01  0.487
H  -7.84  -7.07  14.79  0.461
O  -12.72  -13.07  15.08  -0.988
H  -13.50  -12.54  15.20  0.496
H  -12.25  -13.01  15.91  0.467
O  -9.25  -10.96  18.12  -0.977
H  -9.97  -11.47  17.74  0.492
H  -8.46  -11.38  17.80  0.476
O  -12.90  -11.58  12.19  -0.955
H  -13.25  -11.69  13.07  0.486
H  -12.58  -12.46  11.95  0.461
O  -9.80  -13.55  14.10  -0.961
H  -10.70  -13.23  14.14  0.489
H  -9.78  -14.11  13.33  0.468
O  -14.35  -8.11  15.48  -0.976
H  -14.34  -8.17  16.44  0.468
H  -13.62  -7.54  15.27  0.500
O  -10.28  -8.30  18.68  -0.959
H  -10.58  -8.46  19.58  0.459
H  -10.03  -9.16  18.35  0.490
O  -7.61  -10.05  13.13  -0.946
H  -8.45  -10.49  12.97  0.483
H  -7.15  -10.63  13.74  0.474
O  -12.75  -5.99  14.66  -0.956
H  -13.13  -5.13  14.82  0.480
H  -11.96  -5.81  14.15  0.489

Computed properties:
Relative energy (zero: lowest compared OMol25 entry of this formula, charge and spin) = 12.8 kcal/mol
Gap between HOMO and LUMO = 10.727 eV



[2]
Formula: H22KrO11
Source: the OMol25 dataset
Level of theory: wB97M-V/def2-TZVPD

Last column: natural (NBO) charge in e.
Positions of all 34 atoms, in Å:
Kr  0.20  0.06  -0.75  0.003
O  1.99  2.38  -2.31  -0.951
H  2.16  3.00  -3.02  0.476
H  2.35  1.55  -2.64  0.487
O  3.30  1.67  1.39  -0.955
H  3.61  0.93  0.87  0.456
H  2.39  1.44  1.62  0.487
O  1.00  -2.04  2.66  -0.970
H  0.46  -2.60  3.22  0.475
H  0.66  -1.15  2.81  0.510
O  -3.41  0.10  -0.47  -0.961
H  -3.93  -0.22  0.26  0.461
H  -3.24  -0.68  -1.00  0.484
O  -2.26  -2.19  -1.65  -0.979
H  -1.78  -2.03  -0.84  0.517
H  -2.84  -2.92  -1.44  0.476
O  -1.35  -1.20  -4.05  -0.961
H  -0.72  -1.83  -4.40  0.458
H  -1.81  -1.67  -3.36  0.490
O  2.46  -2.34  0.22  -0.952
H  3.30  -1.88  0.12  0.459
H  2.09  -1.99  1.04  0.486
O  -1.25  -2.42  0.93  -0.972
H  -1.80  -3.07  1.36  0.469
H  -0.44  -2.42  1.43  0.497
O  0.84  0.81  2.66  -0.994
H  0.08  1.26  2.29  0.518
H  1.04  1.31  3.46  0.484
O  0.10  3.66  -0.63  -0.973
H  0.05  4.55  -0.96  0.471
H  0.63  3.19  -1.27  0.505
O  -1.32  2.22  1.21  -0.993
H  -1.00  2.95  0.69  0.505
H  -1.55  1.55  0.56  0.488

Computed properties:
Relative energy (zero: lowest compared OMol25 entry of this formula, charge and spin) = 3.7 kcal/mol
Gap between HOMO and LUMO = 10.718 eV



[3]
Formula: H22KrO11
Source: the OMol25 dataset
Level of theory: wB97M-V/def2-TZVPD

Last column: natural (NBO) charge in e.
Positions of all 34 atoms, in Å:
Kr  0.43  0.09  -0.34  0.000
O  -1.58  1.32  -4.14  -0.938
H  -1.57  1.98  -3.45  0.455
H  -1.39  0.50  -3.69  0.482
O  -0.32  -1.50  -4.21  -0.945
H  0.43  -1.92  -3.79  0.472
H  -0.55  -2.08  -4.94  0.475
O  -0.78  1.84  3.58  -0.958
H  -0.90  2.26  2.73  0.492
H  -1.45  2.24  4.15  0.457
O  -2.85  2.12  0.00  -0.960
H  -2.85  1.17  0.15  0.499
H  -2.50  2.22  -0.88  0.457
O  3.17  -0.97  2.63  -0.975
H  2.34  -1.41  2.77  0.475
H  3.40  -1.15  1.72  0.481
O  -0.83  3.66  1.24  -0.985
H  -1.57  3.35  0.72  0.483
H  -0.10  3.67  0.62  0.481
O  1.63  3.73  -0.25  -0.932
H  1.78  3.08  -0.94  0.476
H  1.32  4.51  -0.72  0.471
O  3.73  -1.91  0.10  -0.956
H  2.92  -2.28  -0.24  0.490
H  4.41  -2.51  -0.21  0.473
O  1.25  -3.30  -0.41  -0.950
H  0.32  -3.33  -0.17  0.480
H  1.34  -3.92  -1.13  0.478
O  -3.10  -0.64  0.20  -0.948
H  -3.46  -1.27  0.82  0.487
H  -3.72  -0.66  -0.54  0.479
O  0.58  -2.66  2.94  -0.931
H  0.12  -3.17  3.60  0.475
H  0.35  -3.07  2.11  0.459

Computed properties:
Relative energy (zero: lowest compared OMol25 entry of this formula, charge and spin) = 27.1 kcal/mol
Gap between HOMO and LUMO = 9.156 eV



[4]
Formula: H22Li2O15PZr
Source: the OMol25 dataset
Level of theory: wB97M-V/def2-TZVPD

Last column: Mulliken charge in e.
Positions of all 41 atoms, in Å:
Li  15.20  -23.65  -0.30  0.862
Li  11.99  -24.15  -0.21  0.831
Zr  11.15  -20.14  0.60  1.312
P  13.00  -21.87  0.87  1.169
O  11.65  -22.05  -0.01  -0.585
O  12.13  -21.39  2.06  -0.054
O  13.24  -20.51  0.12  -0.616
O  13.66  -23.20  0.68  -0.858
O  11.86  -23.21  4.17  -0.681
H  11.92  -22.65  3.39  0.348
H  10.93  -23.41  4.32  0.317
O  14.57  -21.23  4.16  -0.586
H  14.48  -21.12  5.11  0.329
H  13.74  -20.95  3.78  0.216
O  12.60  -25.90  0.57  -0.568
H  12.54  -26.85  0.43  0.280
H  13.19  -25.80  1.35  0.372
O  9.22  -21.28  0.59  -0.420
H  8.49  -20.93  1.13  0.305
H  8.78  -21.72  -0.15  0.279
O  11.85  -18.47  -0.85  -0.431
H  12.62  -18.48  -1.44  0.291
H  11.40  -17.63  -1.03  0.298
O  12.16  -18.55  1.80  -0.408
H  11.79  -17.81  2.30  0.306
H  13.13  -18.50  1.94  0.301
O  10.00  -24.58  -0.32  -0.588
H  9.87  -25.19  0.42  0.328
H  9.11  -24.40  -0.64  0.242
O  10.44  -20.44  -1.67  -0.422
H  10.76  -21.09  -2.31  0.274
H  9.66  -20.03  -2.07  0.311
O  15.82  -19.66  -0.40  -0.601
H  16.43  -20.36  -0.17  0.283
H  14.92  -19.92  -0.16  0.442
O  13.76  -24.88  2.89  -0.715
H  13.77  -24.27  2.15  0.344
H  13.07  -24.56  3.50  0.418
O  10.15  -19.98  2.85  -0.439
H  10.58  -19.61  3.64  0.254
H  9.21  -20.03  3.10  0.257

Computed properties:
Gap between HOMO and LUMO = 7.919 eV
Charge = +3



[5]
Formula: H22O11
Source: the OMol25 dataset
Level of theory: wB97M-V/def2-TZVPD

Last column: natural (NBO) charge in e.
Positions of all 33 atoms, in Å:
O  2.57  0.21  2.81  -0.982
H  3.16  -0.23  2.18  0.492
H  1.85  -0.43  2.92  0.478
O  0.96  -2.12  2.68  -0.982
H  0.84  -2.97  3.12  0.485
H  0.14  -1.62  2.87  0.494
O  -1.75  2.20  0.82  -0.953
H  -2.68  1.99  0.95  0.476
H  -1.67  3.14  1.03  0.481
O  0.12  -3.26  -0.12  -0.960
H  0.28  -2.72  0.66  0.478
H  0.12  -2.64  -0.86  0.477
O  -1.44  -0.75  2.89  -0.957
H  -2.25  -0.60  2.40  0.493
H  -1.37  -0.02  3.51  0.484
O  -2.02  2.62  -2.29  -0.956
H  -2.83  2.23  -2.66  0.482
H  -2.31  3.15  -1.55  0.485
O  -1.74  -1.64  -2.12  -0.967
H  -2.40  -1.82  -2.80  0.466
H  -1.29  -0.84  -2.44  0.491
O  0.10  0.24  -0.08  -0.976
H  0.12  0.27  0.89  0.489
H  -0.49  0.96  -0.33  0.492
O  -0.79  0.62  -3.78  -0.977
H  -0.98  1.39  -3.21  0.494
H  0.14  0.69  -4.00  0.481
O  2.43  1.57  -1.19  -0.976
H  1.65  1.00  -1.09  0.492
H  2.49  2.02  -0.34  0.474
O  3.14  -0.98  0.06  -0.963
H  2.35  -1.31  -0.39  0.476
H  3.53  -0.35  -0.55  0.485

Computed properties:
Relative energy (zero: lowest compared OMol25 entry of this formula, charge and spin) = 28.8 kcal/mol
Structure (SMILES) = O.O.O.O.O.O.O.O.O.O.O
Gap between HOMO and LUMO = 9.666 eV



[6]
Formula: H22O11
Source: the OMol25 dataset
Level of theory: wB97M-V/def2-TZVPD

Last column: natural (NBO) charge in e.
Positions of all 33 atoms, in Å:
O  0.85  1.57  0.65  -0.984
H  1.54  1.35  1.21  0.501
H  0.24  0.85  0.39  0.504
O  -1.47  1.37  4.41  -0.926
H  -0.90  1.00  4.98  0.454
H  -1.43  0.89  3.65  0.473
O  4.32  0.05  -0.95  -0.919
H  5.00  -0.54  -1.39  0.463
H  5.01  0.33  -0.22  0.457
O  2.51  -3.66  -1.92  -0.951
H  2.59  -3.31  -1.06  0.475
H  2.14  -4.60  -1.93  0.477
O  1.93  1.55  3.43  -0.941
H  1.26  1.77  4.08  0.475
H  2.23  2.43  3.22  0.467
O  -0.10  2.46  -1.72  -0.983
H  0.31  2.24  -0.88  0.492
H  0.49  3.12  -2.11  0.467
O  -0.80  -1.35  -1.11  -0.949
H  -1.10  -1.43  -2.09  0.487
H  -0.81  -2.34  -0.86  0.472
O  -1.43  0.24  -4.68  -0.910
H  -2.08  0.98  -4.26  0.460
H  -2.19  -0.27  -4.36  0.448
O  -0.11  -1.16  2.56  -0.916
H  -0.73  -1.58  2.35  0.442
H  0.68  -1.62  2.76  0.474
O  -3.26  1.85  -2.10  -0.938
H  -2.66  1.81  -1.48  0.479
H  -3.19  2.43  -2.73  0.463
O  -2.74  -2.46  0.99  -0.962
H  -3.63  -2.06  1.03  0.470
H  -2.48  -1.90  0.15  0.482

Computed properties:
Relative energy (zero: lowest compared OMol25 entry of this formula, charge and spin) = 136.7 kcal/mol
Structure (SMILES) = O.O.O.O.O.O.O.O.O.O.O
Gap between HOMO and LUMO = 10.787 eV



gap between HOMO and LUMO of number 5 (H22O11)?
9.666 eV



Among the records above, which one has the highest gap between HOMO and LUMO?
number 6



gap between HOMO and LUMO of number 6 (H22O11)?
10.787 eV